# 1
Molecular formula: C16H27CrN2O2PS
Method: DFT, ωB97M-V/def2-TZVPD

XYZ file:
```
50
Properties=species:S:1:pos:R:3:forces:R:3
C -2.269807 -2.344268 2.055107 0.0249 0.1818 0.0492
S -1.689180 -1.004627 -0.363748 -1.6819 -0.7214 -0.0407
C 0.747694 1.859298 -2.189042 -0.2376 0.1040 -0.4881
H 4.274837 -2.275904 1.783512 0.0272 -0.0822 -0.0635
C 0.680195 4.264412 -2.022494 0.0592 -0.3279 0.3164
H -1.317137 -3.228863 0.341722 0.0058 -0.0169 -0.1227
H 0.598085 -3.403849 3.093409 -0.0875 0.0701 0.0032
Cr 0.992439 -0.047147 -0.130648 -0.4668 -1.9008 0.4521
H -1.455725 -1.730352 2.434110 -0.0098 0.0301 0.1136
H -3.213177 -1.875787 2.309449 -0.0170 0.0789 0.1298
H 0.544494 5.238909 -2.462775 -0.0477 0.1592 -0.0522
H 2.351378 -0.429792 -2.395931 -0.1436 -0.0899 -0.1606
H 1.281382 -0.289271 4.151534 0.0743 0.0263 0.1214
C 0.754861 0.673553 -2.956129 -0.1602 0.3393 -0.5191
H -3.048601 -2.922511 0.126282 -0.0275 -0.0311 -0.2499
C 1.255554 -0.190170 3.069993 0.2116 -0.4894 -0.2523
H 1.309583 4.994943 -0.112774 -0.0463 0.0550 0.1100
C -0.120210 1.915691 -4.818870 -0.0300 0.3214 0.0615
H -4.587690 -0.595893 1.143824 -0.0153 -0.0512 0.0272
H 1.414979 2.730619 0.895415 -0.0336 0.0717 0.0150
C 1.190564 2.854525 -0.158458 -0.0200 -0.0943 0.0953
H 1.901360 -3.005730 4.236475 0.0294 0.0064 0.0987
H -2.231374 -3.312066 2.547805 -0.0084 -0.1067 0.0040
H -0.276089 4.031920 -4.593591 -0.0088 0.1180 -0.1152
N 1.018811 1.740905 -0.856005 0.2233 1.9991 -0.4463
C -4.020223 0.202317 0.675073 0.0676 -0.0279 0.1399
O -1.002753 -0.103906 0.655661 1.0175 0.6166 0.1844
H -3.936809 -0.982451 -1.158355 0.0534 -0.0707 -0.1412
H -3.161377 0.603685 -1.260751 0.1016 -0.0525 -0.1043
H 4.079093 -0.519213 1.663128 -0.0232 0.0666 0.0044
H 1.034843 -1.343767 -2.713529 -0.0005 0.1051 0.1867
C 1.649824 -3.144870 3.188117 0.1711 0.5156 -0.3362
H -0.495676 1.914106 -5.829185 -0.0306 0.0355 -0.1152
C -3.353581 -0.247140 -0.607605 0.4997 -0.0819 -0.0004
H -4.707698 1.017757 0.460104 -0.0111 0.0021 -0.0140
C 3.814143 -1.403543 2.240649 -0.6156 -0.1529 0.0611
C -0.005186 3.096522 -4.131484 -0.0182 -0.1755 -0.1196
H 0.269748 -0.204178 -4.848453 0.0727 -0.0832 -0.0410
C 0.456126 3.105787 -2.798050 0.1378 -0.4968 0.2594
P 2.013937 -1.636957 2.251323 0.3681 -0.2228 1.0438
H -3.268348 0.565791 1.372291 -0.0615 0.1164 0.1172
N 1.334290 -0.466834 -2.288341 0.2544 -0.3165 0.1868
O 1.475289 -1.744768 0.831520 -0.0955 0.2503 -0.6699
C 1.089454 4.129448 -0.715570 -0.1025 0.1993 -0.3313
H 4.192853 -1.301472 3.253718 0.0410 0.0547 0.1389
H 1.798703 0.713798 2.793078 0.0790 0.0701 0.0231
C -2.130605 -2.539413 0.562863 0.2657 0.1909 -0.2115
H 0.217671 -0.099795 2.747734 -0.0374 -0.0638 0.0317
C 0.299305 0.697989 -4.254243 0.2216 -0.0895 0.6565
H 2.249751 -3.957437 2.782132 0.0312 -0.0386 -0.0362
```
Forces are in eV/Å.

Properties
Relative energy (zero: lowest compared OMol25 entry of this formula, charge and spin): 13.28 kcal per mole
Net charge: +2
Expectation value of S²: 6.01
Energy: -2669.4702 Eh
Kohn-Sham gap (alpha / beta): 8.32 / 8.51 eV
Spin multiplicity: 5

---

# 2
Molecular formula: C16H27N4O4S
Method: DFT, ωB97M-V/def2-TZVPD

XYZ file:
```
52
Properties=species:S:1:pos:R:3:forces:R:3
H -1.721051 3.377864 1.460785 -0.2685 -0.8373 -1.0992
H -3.177281 -1.701743 -0.547263 1.4232 0.0645 0.6899
H -4.417246 3.675145 1.849155 -0.7198 -1.5200 -0.1042
C 1.782580 -2.433180 -3.905191 -0.1397 0.6361 0.1636
H -0.712083 -1.298062 2.562643 -0.7211 1.1851 -0.5339
H 3.222743 -2.420624 2.062863 -1.0270 -0.1270 0.0640
H -1.547910 2.022184 0.129003 -0.5779 0.7952 0.9804
C 1.890709 -1.008008 1.546122 -1.3784 1.9781 -3.5490
H 1.767628 -2.507264 -2.812659 -0.0083 -0.0186 0.0013
H 1.882699 -2.288666 3.194380 0.1685 0.7505 -0.3063
C -2.244400 2.653519 0.759681 -0.7453 0.1748 0.6165
H -4.990827 2.557184 0.515877 0.0731 -0.0407 1.5842
N 1.951845 1.602015 -0.863647 3.7566 -2.6440 -3.9167
O 0.658941 -3.126342 -4.427067 0.2719 -0.2575 -0.0416
H -4.550680 0.023540 1.367865 1.4112 0.4046 -0.6050
H 3.228790 -2.756877 -5.489019 -0.0407 -0.0061 0.0531
H 3.820331 -3.170602 -3.864600 -0.0446 -0.2023 -0.0990
H -1.506405 -0.997244 -0.725902 -0.5845 -0.7474 0.9795
H -2.971615 1.745278 2.761926 0.0059 -0.2615 -1.3825
N 1.054762 0.182663 1.893078 1.1075 -0.9399 3.1178
N 2.137373 -0.777639 0.114118 2.0903 0.1477 3.7918
C 2.509694 1.363056 -2.004375 -2.6637 0.2615 -0.8796
H 3.512314 3.529848 1.674120 -1.5173 0.4285 1.0322
H 2.909940 -1.319863 -0.298169 -0.6363 -0.1541 0.1027
H 2.126413 4.812668 2.193027 0.2572 -1.1864 -1.1594
H -2.876363 3.287777 0.048761 0.8986 -0.8990 0.8726
H -3.034704 -1.557204 2.012117 0.9339 1.1361 -0.5592
C 2.566186 0.678346 0.137045 0.4002 2.5302 2.2987
C 1.471375 2.770971 1.515212 1.9779 1.9928 0.7168
H -1.796756 -2.650917 0.162017 -0.1360 1.4652 -0.2732
C -2.166296 -1.588197 -0.021003 -0.9267 -0.1003 0.3831
C -3.250191 1.782984 1.665493 -1.5599 0.6353 -1.5699
C 2.005451 1.285015 1.550709 -0.6177 -0.4026 -0.5880
O 0.353181 -5.270354 -5.074312 0.4702 0.5963 0.2370
H 2.716494 1.278361 2.437359 -0.3327 -0.2352 -1.5106
H 0.430294 3.087824 1.223049 1.0653 -0.9988 0.8490
H -5.440108 2.145360 2.314098 0.8801 0.6071 -0.9194
C 2.408903 3.783172 1.830653 -1.2459 -2.4704 -0.7936
C -2.489066 -0.800252 1.354706 0.1281 0.0265 -1.2315
C -4.665765 2.580256 1.611719 1.3979 0.2913 -0.4134
C 2.944015 -3.162660 -4.514208 0.7110 0.1229 -0.1127
H -1.365168 0.335354 3.023283 0.2349 -0.5510 -1.3932
C 1.079032 -4.378318 -4.762739 -0.6871 -0.9409 -0.3570
C -3.523553 0.368828 0.984056 -0.5073 -0.3016 1.1542
H 1.756114 -1.380558 -4.188998 -0.2253 -0.2209 0.0074
O -0.144221 0.202769 1.232701 -1.1458 -0.2632 -0.3964
C -1.181424 -0.339858 2.127024 -0.0897 -1.7373 0.7975
H -3.646230 0.432228 -0.152455 0.4004 0.3125 1.5863
H 3.694970 0.771729 0.310397 -1.3583 -0.3189 -1.2948
N 2.326686 -1.977053 2.324210 0.3071 0.6743 -1.1318
O 2.435513 -4.477384 -4.693764 -0.3771 0.1627 0.1137
S 2.774371 1.052931 -3.603881 -0.0882 1.0034 4.0277
```
Forces are in eV/Å.

Properties
Relative energy (zero: lowest compared OMol25 entry of this formula, charge and spin): 0.00 kcal per mole
Net charge: +1
Energy: -1543.5262 Eh
Kohn-Sham gap: 7.70 eV

---

# 3
Molecular formula: C16H27N4O8P2S2
Method: DFT, ωB97M-V/def2-TZVPD

XYZ file:
```
59
Properties=species:S:1:pos:R:3:forces:R:3
C -1.681023 2.949747 -4.284578 -0.7788 0.4193 0.0848
O -0.246019 -3.915816 2.703885 -0.3355 0.3809 -0.1093
H -7.058944 1.641713 -2.547339 -0.5029 0.0041 0.3102
C 6.518019 0.696416 4.493096 0.1923 0.3408 0.1963
H 7.201764 2.262249 3.168913 -0.0208 -0.0166 0.0098
H -3.010257 3.144414 -2.495849 0.0722 -0.5400 0.0330
S 0.822403 -2.951629 2.619229 0.5441 -0.4370 0.1427
C 6.400920 2.103107 3.894401 -0.0010 0.0465 -0.0876
H 1.488314 -3.846554 4.720811 -0.1845 0.0873 -0.0672
H 3.578565 -2.154964 1.974079 -0.0058 -0.0663 -0.0158
N -4.613194 -1.226969 -2.025513 1.4842 1.0390 -0.1661
N -2.073102 1.201865 -2.519364 -1.5539 0.8628 -0.7040
P -4.823455 1.840908 -4.555171 -0.0225 -0.1384 -2.2276
H 4.097790 -3.409809 4.019038 -0.0576 0.0616 -0.0084
O -7.753521 1.753913 -3.215917 1.4439 0.3731 -0.6321
N -4.458704 0.585253 -3.336225 0.8014 0.1289 1.6279
O 4.410179 -0.869895 4.228536 0.0406 -0.2134 -0.0768
H 5.582803 0.937765 1.492027 0.0159 -0.0861 0.0319
C -2.394818 -1.073738 -0.804512 -0.8959 0.9887 -0.1873
H -4.340411 3.101537 -4.113782 -0.2808 -0.5839 0.9545
H -1.918146 2.111142 -4.960744 0.2081 0.2184 0.2811
H -0.619726 3.214926 -4.373673 -0.2980 -0.2735 0.0503
H -2.255330 3.812727 -4.668155 0.3397 -0.2247 0.1402
H -7.184910 4.115735 -3.735366 -0.1449 0.5488 -0.3140
S 5.523409 -0.374308 3.452553 0.2715 0.3964 -0.1288
H 4.971582 3.075877 2.556448 -0.0094 -0.0218 0.0080
H 6.110392 0.654046 5.501973 -0.0620 -0.1042 -0.0533
H -1.031153 -1.195196 1.027613 -0.0744 0.4068 -0.7834
H 4.241943 2.232141 3.924869 -0.0158 -0.0089 -0.0468
C -6.351268 -1.135569 -4.732903 -0.2889 0.3676 0.3435
C 4.925575 0.910054 2.361400 -0.1763 0.3484 -0.0917
O -6.402558 -0.843230 -3.428866 0.4806 0.1912 -0.6675
O 0.552430 -1.534155 2.442364 -0.3923 -0.1477 -0.1335
C 1.938756 -3.163137 4.004478 0.2939 0.0390 0.3225
C -3.375472 -0.628987 -1.751571 0.4045 0.0312 -0.2250
C -1.619785 -1.007381 0.115635 0.1433 -1.0916 0.8674
H -1.271165 0.713573 -2.898233 -0.0592 -0.0054 0.0823
O -7.585423 1.613280 -5.801361 0.4076 -0.4222 0.0962
H 6.501992 2.866267 4.664997 0.0131 -0.0334 -0.0049
P -7.016669 2.204199 -4.604824 -2.0375 1.1349 -0.0596
N -6.329209 -1.285642 -5.871110 0.1031 -0.2277 0.1278
H 4.134138 -3.740283 1.431036 -0.0114 0.0376 -0.0060
C 5.044508 2.188711 3.184539 0.0102 -0.0023 0.1168
H -4.970544 -2.075702 -1.602158 -0.1538 0.0798 -0.2281
C 3.241660 -3.719226 3.423439 0.0776 -0.1484 -0.0556
H 7.544939 0.338428 4.492903 -0.0852 -0.1702 0.0064
C 1.977565 -3.465011 1.355172 0.3323 0.0303 -0.2166
H 1.811126 -4.525424 1.165599 -0.0975 0.0254 0.0420
C 3.348267 -3.223081 1.979712 0.0201 0.0728 0.0504
O -7.191591 3.824809 -4.664215 0.7642 -1.4552 1.0330
C -2.087064 2.640233 -2.799833 1.8453 0.4294 -0.8320
C -5.174018 -0.471256 -2.946304 -1.7377 -0.8373 -0.4997
H -1.281027 3.085579 -2.191993 -0.5198 -0.1481 0.0550
H 2.091906 -2.188054 4.465523 -0.0309 0.0318 -0.1053
H 3.905041 0.686558 2.054956 0.0362 -0.1548 0.0393
H 1.808783 -2.890379 0.446098 -0.1484 0.0032 0.0475
O 6.384341 -1.258625 2.709343 -0.2547 -0.3079 0.1176
C -3.253485 0.478654 -2.575905 0.9361 -1.2803 1.5441
H 3.212875 -4.811779 3.430803 -0.0436 0.0212 -0.0287
```
Forces are in eV/Å.

Properties
Net charge: +1
Energy: -2925.5615 Eh
Kohn-Sham gap: 8.72 eV

---

# 4
Molecular formula: C16H27N5O6
Method: DFT, ωB97M-V/def2-TZVPD

XYZ file:
```
54
Properties=species:S:1:pos:R:3:forces:R:3
H -21.410633 12.152024 3.786189 0.0315 0.7554 -0.6967
H -15.741526 14.325307 4.735841 -0.2937 -0.0045 -0.1703
C -16.283672 14.964324 5.432869 0.5272 0.0065 0.4700
C -19.109480 13.011808 2.268574 1.5571 2.0384 0.9238
H -22.077792 15.097395 9.335682 -0.2754 0.0973 0.5341
C -24.820157 16.466800 7.530664 -3.2408 -1.4636 -0.4205
H -25.795415 14.021022 7.186617 -0.1832 0.0923 0.5141
C -21.777896 13.130639 8.841993 -1.3704 1.8120 0.2065
H -18.765585 9.008254 4.591917 -0.0965 -0.3272 -0.2203
H -15.615405 15.062382 6.288376 0.0713 0.1641 0.0433
N -22.927781 14.661359 5.735646 3.5152 -0.5201 -1.0085
H -19.067212 9.932925 3.093494 0.2325 -0.4057 -0.2391
O -24.132479 17.314005 8.303260 1.1882 0.3234 -0.3524
C -24.589920 18.658961 8.476390 -2.1856 0.3962 -0.2904
H -21.898013 17.091305 0.844738 -0.2289 -0.3359 0.2276
N -21.085465 12.230506 8.847526 1.0902 -1.5834 -0.0565
C -21.032876 16.428609 0.866514 0.4940 1.2819 0.5858
H -22.645745 14.752492 7.790462 0.8553 -1.1070 0.7388
C -20.146425 10.534039 4.673001 -0.8061 0.3125 1.1344
H -20.045926 13.863766 4.797488 0.0120 -0.4422 1.4503
C -22.640196 14.334631 8.797175 3.5745 -1.2952 1.5335
H -23.957820 19.384813 8.987921 0.8305 -1.0862 0.1431
C -19.532112 9.421575 3.936398 0.2861 1.2258 0.0637
H -18.647964 15.037994 2.115340 0.3679 -0.0887 0.0767
O -21.472769 16.394766 3.562889 0.2760 -1.4143 -0.8259
H -20.228020 17.007761 1.319183 -0.0090 0.0578 0.2815
H -25.523431 18.592285 9.035180 0.0064 0.0502 0.2870
H -17.818674 14.095487 3.454264 0.1593 0.1647 -0.4313
H -20.105547 14.021629 6.676569 -0.9460 0.4733 -0.7152
H -23.626095 14.147391 9.222680 0.8974 -0.0079 0.2621
N -19.339420 12.008590 1.813023 0.2250 -2.6858 -1.3770
H -24.909287 19.181899 7.574924 0.3379 -0.5719 -0.5463
N -18.444194 13.841635 6.413715 5.8875 0.5191 -0.1321
C -17.494317 14.335799 5.948082 -1.6416 -0.6719 0.7085
N -20.660779 11.394181 5.261643 0.5486 -6.7582 -1.9177
H -20.691561 12.601345 5.981612 0.6910 1.8227 0.4081
H -21.130043 12.783380 2.092060 -0.8748 0.1274 0.6309
H -19.455205 14.608411 3.611371 0.3035 -0.0506 -0.4410
C -20.539723 13.654805 5.746490 -2.1291 2.2359 2.2074
C -24.706806 13.997869 7.236443 -2.8522 -0.9072 -0.9673
H -24.419235 13.744634 6.216010 -0.0535 0.3011 0.5563
H -20.253330 8.695467 3.561274 0.0331 0.0847 0.3359
H -16.433776 15.961149 5.018253 -0.2222 -0.1690 -0.0744
C -21.698165 12.870146 3.018242 -1.5084 -0.3217 -1.2408
C -21.454408 15.336185 2.965995 -0.5125 0.9927 -0.1457
H -20.703059 16.295102 -0.163780 -0.2949 -1.0643 0.1520
H -22.738569 12.639708 2.788984 -0.2694 0.2721 0.0074
O -21.234108 15.228816 1.616633 -0.3473 -0.7532 0.0329
O -21.613964 14.161882 3.600116 0.0151 1.6342 -2.9780
O -25.904319 16.704736 6.961411 3.5057 -0.6796 1.3331
C -21.865399 14.168246 5.719811 -3.1328 1.8984 0.4954
O -24.207522 15.217035 7.717156 -4.0889 4.6941 -1.4598
C -18.728019 14.262282 2.876881 0.1598 0.5656 0.3161
H -24.382971 13.176872 7.876132 -0.1166 0.3154 0.0470
```
Forces are in eV/Å.

Properties
Relative energy (zero: lowest compared OMol25 entry of this formula, charge and spin): 205.40 kcal per mole
Energy: -1350.7221 Eh
Structure (SMILES): COC(=O)OC.COC(=O)OC.CC#N.CC#N.CC#N.CC#N.CC#N
Kohn-Sham gap: 8.99 eV

---

For reference, max |F| by record: 2.060 6.037 2.333 7.046 eV/A.